No. 1
A molecular structure, C24H40NO6P2ReS2, computed with ωB97M-V with the def2-TZVPD basis set.

As for the HOMO energy (alpha / beta): -16.26 / -16.74 eV. As for the charge: +3. The value obtained for the frontier orbital gap (alpha / beta) is 0.2413 / 0.2572 hartree. The spin multiplicity is 2.

XYZ file:
```
76
Properties=species:S:1:pos:R:3:lowdin_charge:R:1
Re -0.4630 -1.3603 -0.7022 0.961
C 2.7392 -1.0679 4.1996 -0.023
C 1.2882 -0.8078 4.4931 -0.341
C 0.7581 -1.4642 5.7325 -0.017
O 0.4721 -1.4230 3.3320 -0.142
P 0.1223 -1.0148 1.9258 0.474
O 0.2896 -2.2265 0.9300 -0.385
C 1.0515 0.4199 1.2872 -0.182
P 0.1051 1.5230 0.1688 0.504
O -0.5457 0.6017 -0.9274 -0.418
O 1.0481 2.5845 -0.3740 -0.145
C 1.9056 2.7726 -1.6137 -0.327
C 0.9975 3.0166 -2.7864 -0.021
C 2.8325 1.5972 -1.7480 -0.033
O -0.9696 2.2163 0.9974 -0.160
C -1.1060 3.7218 1.2717 -0.347
C -1.7349 3.8248 2.6307 -0.028
C -1.9183 4.3090 0.1517 -0.018
O -1.3647 -0.5664 1.7323 -0.260
C -2.5018 -1.0059 2.6905 -0.331
C -3.7317 -1.1429 1.8459 -0.034
C -2.5858 0.0469 3.7606 -0.012
H 3.3359 -0.6723 5.0222 0.113
H 3.0774 -0.5786 3.2848 0.076
H 2.9290 -2.1388 4.1288 0.108
H 1.0409 0.2546 4.4693 0.140
H 0.9470 -2.5372 5.7091 0.108
H -0.3082 -1.2865 5.8621 0.087
H 1.2789 -1.0422 6.5928 0.114
H 1.9414 0.0591 0.7575 0.076
H 1.4076 1.0415 2.1148 0.102
H 2.4551 3.6739 -1.3548 0.158
H 0.3992 2.1309 -3.0103 0.079
H 1.6105 3.2449 -3.6588 0.110
H 0.3383 3.8656 -2.6133 0.091
H 2.2807 0.6818 -1.9748 0.064
H 3.4401 1.4520 -0.8544 0.097
H 3.5146 1.7822 -2.5784 0.113
H -0.0887 4.1094 1.2738 0.141
H -2.7342 3.3888 2.6291 0.091
H -1.8292 4.8802 2.8879 0.110
H -1.1274 3.3458 3.3978 0.089
H -2.9142 3.8662 0.1253 0.102
H -1.4385 4.1722 -0.8171 0.074
H -2.0250 5.3809 0.3215 0.111
H -2.1910 -1.9691 3.0954 0.150
H -3.9649 -0.2039 1.3420 0.103
H -4.5671 -1.3957 2.5001 0.114
H -3.6378 -1.9420 1.1126 0.041
H -2.8926 1.0020 3.3345 0.085
H -1.6408 0.1772 4.2885 0.075
H -3.3330 -0.2617 4.4930 0.116
S 0.5950 -2.2898 -2.3447 0.765
C 2.3198 -1.9877 -2.2626 -0.617
C 3.0204 -2.0503 -1.0558 -0.124
C 4.3892 -1.8325 -1.0662 -0.051
C 5.0469 -1.5626 -2.2612 -0.032
C 4.3460 -1.5264 -3.4591 -0.039
C 2.9767 -1.7445 -3.4683 -0.101
H 2.5166 -2.3309 -0.1394 0.086
H 4.9535 -1.9053 -0.1456 0.120
H 6.1176 -1.4074 -2.2630 0.126
H 4.8684 -1.3451 -4.3887 0.126
H 2.4284 -1.7350 -4.4022 0.114
S -2.5103 -2.0996 -1.4247 0.694
C -2.6529 -2.1416 -3.1821 -0.612
N -3.3273 -3.2108 -3.6667 0.085
C -3.6441 -3.3748 -4.9677 0.013
C -3.2629 -2.4265 -5.8799 0.015
C -2.5655 -1.3128 -5.4242 0.023
C -2.2631 -1.1656 -4.0785 -0.062
H -3.6146 -3.9337 -3.0142 0.169
H -4.1939 -4.2708 -5.2191 0.158
H -3.5149 -2.5541 -6.9224 0.140
H -2.2685 -0.5439 -6.1258 0.139
H -1.7527 -0.2843 -3.7172 0.112
```


No. 2
A molecular structure, C24H40NPdSi2 in a non-equilibrium geometry, computed with ωB97M-V with the def2-TZVPD basis set.

As for the HOMO energy (alpha / beta): -11.20 / -11.65 eV. As for the charge: +1. For the energy relative to the best compared isomer or geometry (same formula, charge and spin), the calculation gives 0.0 kJ/mol. The value obtained for the frontier orbital gap (alpha / beta) is 0.3297 / 0.2304 hartree. The spin multiplicity is 3.

XYZ file:
```
68
Properties=species:S:1:pos:R:3:nbo_charge:R:1
Pd -1.1139 -16.6574 1.3765 0.814
C -2.4163 -19.6163 0.2171 -0.668
C -1.8255 -19.1326 1.5285 0.007
C -0.4431 -19.2912 1.8327 -0.070
C 0.4521 -19.9440 0.8228 -0.656
C 0.0647 -19.0004 3.1310 0.024
C 1.5546 -19.0950 3.4336 -0.651
C -0.8350 -18.6027 4.1500 0.007
C -0.3566 -18.5132 5.5974 -0.649
C -2.1432 -18.2138 3.7933 0.019
C -3.0019 -17.4804 4.7879 -0.654
C -2.7024 -18.6202 2.5523 -0.054
C -4.1824 -18.5531 2.3693 -0.656
H -3.2219 -18.9499 -0.1102 0.224
H -2.8356 -20.6283 0.3111 0.240
H -1.6355 -19.5728 -0.5310 0.225
H 0.1884 -20.9925 0.6572 0.240
H 1.4887 -19.9313 1.1621 0.232
H 0.4047 -19.4806 -0.1706 0.225
H 1.7961 -18.4912 4.3088 0.229
H 2.1625 -18.7434 2.6007 0.227
H 1.8262 -20.1140 3.6665 0.238
H 0.3721 -19.3077 5.8197 0.236
H -1.1921 -18.5908 6.2940 0.233
H 0.1576 -17.5691 5.7945 0.219
H -3.5869 -18.1424 5.4193 0.239
H -3.6955 -16.8253 4.2609 0.227
H -2.3831 -16.8740 5.4534 0.230
H -4.5805 -17.5396 2.2879 0.231
H -4.6736 -19.0472 3.2199 0.239
H -4.4493 -19.0749 1.4543 0.231
C -0.2679 -16.7671 -1.9487 -1.123
Si 0.4458 -15.7392 -0.5755 1.564
C 2.0426 -16.5316 0.0395 -1.106
C 1.1050 -14.2979 -1.5701 -1.097
C -0.6097 -14.8795 0.8269 -0.920
C 0.0762 -14.3390 2.0241 0.143
C 0.8040 -13.1555 2.0912 -0.242
C 1.3991 -12.7863 3.2864 -0.143
C 1.2389 -13.5775 4.4209 -0.233
C 0.4384 -14.7167 4.2874 0.056
N -0.1533 -15.0660 3.1538 -0.479
Si -2.4320 -14.2984 0.4824 1.618
C -2.3235 -12.7357 -0.5639 -1.106
C -3.7094 -15.2512 -0.4912 -1.114
C -3.1308 -13.8205 2.1399 -1.126
H 0.5827 -17.2729 -2.4513 0.264
H -0.7404 -16.1041 -2.6979 0.255
H -1.0084 -17.5359 -1.6460 0.236
H 2.5886 -16.9259 -0.8230 0.255
H 1.8520 -17.3148 0.7938 0.224
H 2.6899 -15.7711 0.5185 0.250
H 1.8355 -14.5802 -2.3417 0.255
H 1.6414 -13.5637 -0.9333 0.234
H 0.2843 -13.7651 -2.0798 0.236
H 0.9092 -12.5559 1.1939 0.234
H 1.9538 -11.8529 3.2816 0.236
H 1.7000 -13.3542 5.3775 0.239
H 0.3048 -15.3855 5.1326 0.199
H -1.9371 -12.9010 -1.5830 0.241
H -1.6666 -12.0160 -0.0624 0.235
H -3.3183 -12.2428 -0.6188 0.251
H -3.3164 -15.6069 -1.4585 0.249
H -4.5219 -14.5350 -0.6823 0.263
H -4.1340 -16.0964 0.0806 0.233
H -2.5437 -12.9986 2.6026 0.252
H -3.0906 -14.6759 2.8221 0.236
H -4.1692 -13.4853 2.0086 0.256
```


No. 3
8 unconnected molecules or ions with the total composition C24H40O24S2 in a non-equilibrium geometry, computed with ωB97M-V with the def2-TZVPD basis set.

As for the SMILES: CCOS(C)(=O)=O.CCOS(C)(=O)=O.O=C1OCCO1.O=C1OCCO1.O=C1OCCO1.O=C1OCCO1.O=C1OCCO1.O=C1OCCO1. As for the HOMO energy: -9.80 eV. For the energy relative to the best compared isomer or geometry (same formula, charge and spin), the calculation gives 12.4 kJ/mol. The value obtained for the frontier orbital gap is 0.3552 hartree.

XYZ file:
```
90
Properties=species:S:1:pos:R:3:lowdin_charge:R:1
C -3.2366 -5.3387 -1.0372 -0.073
C -3.3736 -3.9297 -0.5692 -0.334
O -4.7476 -3.5827 -0.3532 -0.260
S -4.9416 -1.9137 0.0378 0.655
C -6.6556 -1.7447 0.6118 -0.106
O -3.9936 -1.6877 1.0578 -0.287
O -4.7446 -1.2127 -1.2132 -0.293
H -2.1346 -5.5287 -1.1292 0.088
H -3.6326 -5.5197 -2.0522 0.085
H -3.7406 -6.0087 -0.3082 0.088
H -2.9216 -3.8847 0.4048 0.097
H -2.7186 -3.1977 -1.0612 0.110
H -6.8276 -1.8447 1.6238 0.027
H -7.3256 -2.5567 0.0888 0.113
H -7.1356 -0.8037 0.2538 0.073
C 2.6384 -2.9357 -0.7222 -0.079
C 3.6114 -2.7327 0.4498 -0.275
O 4.4974 -1.5757 0.3288 -0.254
S 5.2794 -1.1367 1.7478 0.646
C 6.0954 0.3763 1.4288 -0.110
O 4.1884 -0.8337 2.6608 -0.321
O 6.2174 -2.2347 2.0008 -0.300
H 2.0064 -1.9217 -0.7962 0.084
H 1.8034 -3.7517 -0.6512 0.104
H 3.2124 -3.1287 -1.7962 0.138
H 3.0144 -2.5947 1.3788 0.120
H 4.0604 -3.5847 0.4348 0.042
H 6.8604 0.1483 0.4658 0.168
H 6.7174 0.3803 2.3658 0.094
H 5.4074 1.0673 1.2598 -0.022
O 3.0624 1.8273 0.4318 0.091
C 2.6014 2.5523 1.3658 -0.553
O 1.2894 2.6493 1.6018 0.078
C 1.0714 3.2113 2.8788 -0.083
C 2.3594 3.9133 3.2148 0.012
O 3.2744 3.1193 2.3058 0.100
H 0.2334 3.8563 2.9428 0.141
H 0.9964 2.5263 3.4898 0.041
H 2.6284 3.7133 4.1448 0.080
H 2.5174 5.0083 3.0378 0.155
O -0.7566 2.1813 -2.0452 0.132
C -0.7066 1.5293 -1.0312 -0.618
O 0.4014 0.9543 -0.6222 0.076
C 0.1504 -0.0127 0.4228 -0.023
C -1.2796 0.4323 0.7648 -0.140
O -1.6756 1.1623 -0.2582 0.097
H 0.1864 -1.0527 0.1878 0.128
H 0.7914 0.3463 1.0248 0.042
H -1.3046 1.0573 1.6008 0.116
H -1.8156 -0.4807 0.8568 0.119
O -0.0396 -4.5047 -2.6522 0.119
C -0.1686 -3.4347 -3.1972 -0.746
O -1.3026 -2.8837 -3.4152 0.068
C -1.2536 -1.4757 -3.8792 -0.020
C 0.2844 -1.2477 -3.7872 -0.032
O 0.7054 -2.5847 -3.3882 0.098
H -1.5796 -1.2847 -4.9172 0.127
H -1.8916 -0.7977 -3.1592 0.161
H 0.6924 -0.5597 -3.1252 0.098
H 0.6444 -1.0207 -4.7792 0.116
O -0.7016 -0.2207 3.9338 0.187
C 0.3484 -0.5387 4.3578 -0.588
O 1.0284 -1.6157 4.0418 0.116
C 2.0604 -1.8107 5.0388 -0.114
C 2.1904 -0.4277 5.5638 -0.218
O 1.0404 0.1963 5.2678 0.076
H 1.8264 -2.5627 5.7308 0.108
H 3.1264 -2.1457 4.9478 0.147
H 3.1684 -0.0737 5.0698 0.145
H 2.3674 -0.3837 6.6378 0.138
O 2.3894 0.7243 -6.2792 0.172
C 2.0044 1.7223 -5.7982 -0.710
O 1.1684 1.7943 -4.8432 0.096
C 0.9874 3.1193 -4.3302 -0.095
C 1.7404 3.8663 -5.3812 -0.116
O 2.3704 2.9043 -6.2412 0.069
H 0.0184 3.5083 -4.3912 0.106
H 1.4734 3.1853 -3.2432 0.180
H 2.5724 4.5583 -5.2572 0.134
H 1.0944 4.2783 -6.2052 0.148
O -5.9296 1.5233 -0.1172 -0.010
C -4.9256 2.3903 0.1078 -0.555
O -4.3396 2.9863 -0.7822 0.163
C -3.3076 3.8333 -0.1682 -0.048
C -3.7946 4.0423 1.2588 -0.023
O -4.5866 2.7433 1.3858 0.044
H -2.2556 3.4173 -0.1122 0.131
H -3.0716 4.6883 -0.7172 0.113
H -4.4476 4.7763 1.4218 0.076
H -3.2156 4.0333 2.1778 0.132
```